*i*
ORCA calculation (the ωB97M-V functional and the def2-TZVPD basis) on one molecule with the formula C14H19NO.

Computed properties:
LUMO level   0.929 eV
SMILES   CCCCC/C(=N/O)[C@H]1Cc2ccccc21
Gap between HOMO and LUMO   10.08 eV

Positions of all 35 atoms, in Å:
1 N 1.45 -0.21 2.70
2 O 1.68 -1.51 3.30
3 C 0.51 -0.10 1.77
4 C -3.96 -1.24 -0.77
5 C -2.88 -0.93 -1.61
6 C -3.74 -1.47 0.60
7 C -1.57 -0.89 -1.08
8 C -2.44 -1.48 1.05
9 C -1.41 -1.21 0.25
10 C 2.73 1.04 -3.19
11 C 0.20 1.27 1.24
12 C -1.56 -1.62 2.29
13 C -0.33 -1.31 1.35
14 C 2.72 1.75 -1.81
15 C 1.36 1.85 0.41
16 C 1.53 1.19 -0.96
17 H 2.56 -1.59 3.68
18 H -4.95 -1.30 -1.16
19 H -3.15 -0.67 -2.63
20 H -4.59 -1.58 1.25
21 H -0.72 -0.56 -1.67
22 H 2.62 -0.04 -3.03
23 H 3.68 1.21 -3.64
24 H 1.89 1.33 -3.83
25 H -0.72 1.30 0.65
26 H 0.05 1.95 2.10
27 H -1.80 -0.92 3.09
28 H -1.58 -2.60 2.75
29 H 0.31 -2.18 1.22
30 H 2.64 2.83 -1.96
31 H 3.63 1.58 -1.25
32 H 2.31 1.79 0.98
33 H 1.12 2.92 0.21
34 H 0.61 1.25 -1.54
35 H 1.79 0.15 -0.76



*ii*
ORCA calculation (the ωB97M-V functional and the def2-TZVPD basis) on one molecule with the formula C14H19NO.

Computed properties:
LUMO level   0.899 eV
SMILES   CCCCC/C(=N/O)[C@@H]1Cc2ccccc21
Gap between HOMO and LUMO   9.53 eV

Positions of all 35 atoms, in Å:
1 N -0.14 -0.66 1.79
2 O 1.26 -1.08 2.01
3 C -0.63 -0.89 0.57
4 C 4.00 -2.23 -1.58
5 C 3.56 -0.85 -1.66
6 C 3.05 -3.05 -1.11
7 C 2.35 -0.39 -1.12
8 C 1.83 -2.59 -0.66
9 C 1.45 -1.32 -0.79
10 C -1.76 4.30 0.07
11 C -2.04 -0.33 0.26
12 C 0.49 -3.05 -0.23
13 C 0.03 -1.54 -0.53
14 C -2.16 2.85 -0.11
15 C -2.52 0.79 1.30
16 C -1.67 2.03 1.10
17 H 1.64 -0.92 2.85
18 H 4.98 -2.69 -1.78
19 H 4.27 -0.06 -2.02
20 H 3.16 -4.08 -0.72
21 H 2.05 0.65 -1.29
22 H -0.71 4.55 0.30
23 H -1.90 4.86 -0.87
24 H -2.42 4.56 0.94
25 H -2.76 -1.26 0.28
26 H -2.02 0.16 -0.73
27 H 0.03 -3.89 -0.74
28 H 0.51 -3.22 0.81
29 H -0.46 -1.57 -1.53
30 H -1.86 2.41 -1.07
31 H -3.26 2.76 -0.08
32 H -2.35 0.41 2.31
33 H -3.54 0.95 1.14
34 H -0.60 1.80 0.90
35 H -1.86 2.60 2.01



The data favor *i*; the next most stable structure lies 0.0703 hartree above it.



*i*
ORCA calculation (the ωB97M-V functional and the def2-TZVPD basis) on a 2-piece molecular cluster, C3H13N2O overall.

Computed properties:
2S+1   2
LUMO level (alpha / beta)   0.748 / 0.453 eV
Gap between HOMO and LUMO (alpha / beta)   3.46 / 10.55 eV

Positions of all 19 atoms, in Å:
1 C 1.40 0.13 0.44
2 C 0.41 -0.80 1.19
3 C -0.82 -0.01 1.60
4 N -1.90 0.00 0.62
5 N 0.67 1.02 -0.51
6 H 1.93 0.74 1.17
7 H 2.14 -0.39 -0.18
8 H 0.98 -1.09 2.08
9 H 0.23 -1.63 0.54
10 H -0.55 0.99 1.95
11 H -1.18 -0.46 2.54
12 H -2.63 0.61 0.96
13 H -0.31 1.18 -0.30
14 H -2.33 -0.91 0.49
15 H 1.12 1.92 -0.68
16 H 0.62 0.50 -1.50
17 H 0.55 -0.32 -3.58
18 H -0.43 -1.04 -2.58
19 O 0.27 -0.34 -2.64



*ii*
ORCA calculation (the ωB97M-V functional and the def2-TZVPD basis) on a 2-piece molecular cluster, C3H13N2O overall.

Computed properties:
2S+1   2
LUMO level (alpha / beta)   0.947 / 0.698 eV
Gap between HOMO and LUMO (alpha / beta)   3.36 / 11.19 eV

Positions of all 19 atoms, in Å:
1 C -0.99 0.07 1.04
2 C -1.37 -0.03 -0.50
3 C -0.96 -1.34 -1.12
4 N 0.53 -1.38 -1.17
5 N 0.53 -0.04 1.13
6 H -1.54 -0.62 1.74
7 H -1.26 1.09 1.15
8 H -2.45 -0.10 -0.32
9 H -0.96 0.80 -1.06
10 H -1.32 -2.07 -0.44
11 H -1.45 -1.42 -2.07
12 H 1.03 -2.19 -1.70
13 H 0.82 -0.63 0.24
14 H 0.86 -0.70 -1.98
15 H 0.67 -0.43 2.08
16 H 1.00 0.85 1.00
17 H 3.03 2.67 0.71
18 H 1.63 3.08 0.51
19 O 2.19 2.40 0.78



The data favor *i*; the next most stable structure lies 0.0446 hartree above it.



*i*
ORCA calculation (the ωB97M-V functional and the def2-TZVPD basis) on an isolated ion of composition C7H9N4 and charge +1.

Computed properties:
Charge   +1
LUMO level (alpha / beta)   -7.319 / -6.670 eV
SMILES   C=NC/N=C(/C)C1=C=[NH+]C=N1
Gap between HOMO and LUMO (alpha / beta)   6.07 / 6.79 eV

Positions of all 20 atoms, in Å:
1 C 2.71 0.99 -0.65
2 C 0.94 -0.19 -0.24
3 C 0.53 1.06 -0.59
4 C 0.06 -1.32 0.07
5 C -2.35 1.70 0.92
6 C -2.01 -0.30 -0.52
7 C 0.84 -2.49 0.60
8 N 2.29 -0.22 -0.29
9 N -1.15 -1.32 0.01
10 N 1.65 1.84 -0.80
11 N -1.74 0.98 0.07
12 H 3.74 1.36 -0.56
13 H -3.31 1.40 1.41
14 H -2.22 2.79 1.04
15 H -1.70 -0.19 -1.60
16 H -3.07 -0.58 -0.25
17 H 0.16 -3.28 0.83
18 H 1.22 -2.17 1.60
19 H 1.76 -2.84 -0.04
20 H 1.68 2.78 -1.01



*ii*
ORCA calculation (the ωB97M-V functional and the def2-TZVPD basis) on an isolated ion of composition C7H9N4 and charge +1.

Computed properties:
Charge   +1
LUMO level (alpha / beta)   -6.157 / -6.157 eV
SMILES   Cc1cc[n+]#cn(C)ncn1
Gap between HOMO and LUMO (alpha / beta)   7.12 / 7.12 eV

Positions of all 20 atoms, in Å:
1 C -1.54 1.16 -0.46
2 C -0.42 2.01 -0.72
3 C 0.15 -1.55 -0.25
4 C -1.80 -0.10 0.04
5 C 1.82 1.09 -0.18
6 C -3.17 -0.25 0.61
7 C 3.52 -0.56 0.41
8 N 0.82 1.64 -0.55
9 N 1.41 -1.18 -0.10
10 N 2.25 -0.15 0.00
11 N -1.11 -1.19 0.02
12 H -2.43 1.71 -0.68
13 H -0.60 2.90 -1.16
14 H 0.16 -2.56 -0.55
15 H -3.53 0.84 0.81
16 H -3.65 -0.55 -0.35
17 H -3.42 -1.01 1.40
18 H 4.27 -0.19 -0.16
19 H 3.76 -0.34 1.43
20 H 3.51 -1.72 0.43



The data favor *i*; the next most stable structure lies 0.0269 hartree above it.



*i*
ORCA calculation (the ωB97M-V functional and the def2-TZVPD basis) on one molecule with the formula C19H27N3O2.

Computed properties:
LUMO level   0.585 eV
SMILES   CCCCN(CC)Cc1ccc(CNC(=O)Nc2ccccc2)o1
Gap between HOMO and LUMO   8.66 eV

Positions of all 51 atoms, in Å:
1 C -3.41 -3.35 -0.40
2 C -4.34 -2.15 -0.45
3 C -4.61 -1.58 0.94
4 C -5.45 -0.30 0.88
5 N -4.77 0.73 0.13
6 C -5.63 1.66 -0.56
7 C -6.51 2.54 0.33
8 H -7.20 1.93 0.91
9 H -7.09 3.23 -0.28
10 H -5.91 3.12 1.03
11 H -4.99 2.30 -1.18
12 H -6.27 1.09 -1.24
13 C -3.62 1.33 0.80
14 C -2.37 1.02 0.05
15 C -1.78 1.64 -1.02
16 C -0.65 0.86 -1.36
17 C -0.63 -0.19 -0.48
18 O -1.67 -0.09 0.37
19 C 0.30 -1.35 -0.33
20 N 1.62 -1.09 -0.86
21 C 2.64 -0.71 -0.03
22 O 2.55 -0.79 1.18
23 N 3.75 -0.29 -0.71
24 C 5.00 0.07 -0.21
25 C 5.29 0.10 1.15
26 C 6.56 0.48 1.57
27 C 7.54 0.83 0.66
28 C 7.25 0.80 -0.69
29 C 5.99 0.43 -1.13
30 H 5.77 0.41 -2.19
31 H 8.00 1.08 -1.41
32 H 8.52 1.12 1.00
33 H 6.77 0.49 2.63
34 H 4.53 -0.17 1.86
35 H 3.70 -0.29 -1.72
36 H 1.66 -0.84 -1.84
37 H -0.11 -2.24 -0.83
38 H 0.42 -1.58 0.73
39 H 0.04 1.06 -2.15
40 H -2.10 2.54 -1.49
41 H -3.73 2.42 0.86
42 H -3.53 0.93 1.82
43 H -5.69 0.02 1.91
44 H -6.39 -0.52 0.37
45 H -5.14 -2.32 1.55
46 H -3.65 -1.37 1.43
47 H -5.29 -2.44 -0.91
48 H -3.90 -1.36 -1.06
49 H -2.46 -3.07 0.06
50 H -3.21 -3.73 -1.40
51 H -3.85 -4.15 0.19



*ii*
ORCA calculation (the ωB97M-V functional and the def2-TZVPD basis) on one molecule with the formula C19H27N3O2.

Computed properties:
LUMO level   0.573 eV
SMILES   CCCCN(CC)Cc1ccc(CNC(=O)Nc2ccccc2)o1
Gap between HOMO and LUMO   8.84 eV

Positions of all 51 atoms, in Å:
1 C -2.86 -6.38 1.41
2 C -2.50 -5.04 2.03
3 C -2.86 -3.88 1.10
4 C -2.43 -2.53 1.71
5 N -1.00 -2.49 1.96
6 C -0.25 -2.15 0.75
7 C 1.25 -2.38 0.91
8 H 1.72 -2.33 -0.07
9 H 1.43 -3.36 1.34
10 H 1.70 -1.62 1.55
11 H -0.62 -2.81 -0.04
12 H -0.44 -1.11 0.43
13 C -0.64 -1.67 3.11
14 C -0.78 -0.19 2.88
15 C -1.86 0.63 2.86
16 C -1.39 1.91 2.45
17 C -0.05 1.77 2.25
18 O 0.32 0.49 2.51
19 C 1.00 2.71 1.76
20 N 1.68 2.17 0.59
21 C 1.23 2.49 -0.67
22 O 0.46 3.41 -0.87
23 N 1.79 1.70 -1.64
24 C 1.65 1.79 -3.03
25 C 2.39 0.90 -3.81
26 C 2.29 0.94 -5.19
27 C 1.46 1.85 -5.80
28 C 0.72 2.73 -5.03
29 C 0.81 2.70 -3.65
30 H 0.23 3.39 -3.04
31 H 0.06 3.45 -5.50
32 H 1.38 1.88 -6.88
33 H 2.88 0.25 -5.78
34 H 3.05 0.19 -3.33
35 H 2.44 0.99 -1.33
36 H 2.12 1.28 0.74
37 H 1.75 2.89 2.54
38 H 0.54 3.65 1.46
39 H -1.97 2.80 2.31
40 H -2.87 0.37 3.10
41 H -1.27 -1.97 3.94
42 H 0.40 -1.88 3.37
43 H -2.95 -2.41 2.66
44 H -2.76 -1.71 1.05
45 H -2.37 -4.02 0.14
46 H -3.93 -3.85 0.93
47 H -1.44 -5.00 2.24
48 H -3.04 -4.92 2.97
49 H -2.32 -6.53 0.48
50 H -3.92 -6.44 1.19
51 H -2.60 -7.20 2.08



The data favor *ii*; the next most stable structure lies 0.0079 hartree above it.



*i*
ORCA calculation (the ωB97M-V functional and the def2-TZVPD basis) on one molecule with the formula C5H8N4O3.

Computed properties:
LUMO level (alpha / beta)   -1.753 / -1.752 eV
Gap between HOMO and LUMO (alpha / beta)   5.40 / 5.40 eV

Positions of all 20 atoms, in Å:
1 C -1.69 0.57 -0.29
2 C -1.67 -0.92 0.07
3 C 0.73 0.81 -0.86
4 C 1.27 0.40 0.54
5 C 2.55 -0.41 0.58
6 N -2.90 0.98 -0.25
7 N -2.89 -1.11 0.54
8 N -0.66 1.39 -0.63
9 N -0.61 -1.66 -0.01
10 O -3.65 -0.03 0.23
11 O 0.70 -0.29 -1.71
12 O 0.75 0.69 1.70
13 H 1.30 1.70 -1.32
14 H 3.21 0.01 1.25
15 H 2.75 -0.51 -0.54
16 H 2.28 -1.48 0.99
17 H -0.79 2.31 -1.06
18 H -0.73 -2.60 0.40
19 H 0.16 -0.98 -1.31
20 H -0.12 1.13 1.71



*ii*
ORCA calculation (the ωB97M-V functional and the def2-TZVPD basis) on a 2-piece molecular cluster, C5H8N4O3 overall.

Computed properties:
LUMO level (alpha / beta)   0.571 / 0.572 eV
Gap between HOMO and LUMO (alpha / beta)   7.19 / 7.19 eV

Positions of all 20 atoms, in Å:
1 C 1.06 1.26 -0.28
2 C 0.65 -0.10 -0.62
3 C -2.11 1.42 0.55
4 C -0.48 -0.06 1.29
5 C 1.15 -1.94 -2.24
6 N 0.90 1.69 0.87
7 N -0.07 -0.76 0.20
8 N 0.39 0.94 1.85
9 N 1.39 -0.65 -1.67
10 O -1.86 2.22 -0.29
11 O -3.13 1.10 1.32
12 O -1.34 -0.70 2.19
13 H 1.51 1.98 -1.02
14 H 0.38 -2.32 -1.56
15 H 2.03 -2.77 -2.28
16 H 1.00 -1.78 -3.25
17 H -2.94 0.38 2.11
18 H 0.35 1.47 2.69
19 H 1.90 0.07 -2.25
20 H -0.77 -1.44 2.39



The data favor *ii*; the next most stable structure lies 0.0451 hartree above it.



*i*
ORCA calculation (the ωB97M-V functional and the def2-TZVPD basis) on one molecule with the formula C8H14N2O3.

Computed properties:
LUMO level   0.856 eV
SMILES   C/N=[N+](\[O-])C1(OC(C)=O)CCCC1
Gap between HOMO and LUMO   10.40 eV

Positions of all 27 atoms, in Å:
1 C -1.48 -1.35 -0.18
2 C 2.85 0.42 0.41
3 C 2.68 -0.65 -0.66
4 C 1.48 0.21 1.12
5 C 1.24 -0.52 -1.27
6 C 0.48 -0.08 0.00
7 C -2.42 -2.37 0.44
8 C -2.40 2.46 0.27
9 N -1.46 1.35 0.46
10 N -0.49 1.41 -0.29
11 O -0.14 2.16 -1.14
12 O -1.52 -1.08 -1.35
13 O -0.43 -0.91 0.60
14 H 3.56 0.30 1.19
15 H 2.92 1.52 -0.02
16 H 3.41 -0.58 -1.37
17 H 2.72 -1.70 -0.21
18 H 1.70 -0.58 1.79
19 H 1.23 0.98 1.70
20 H 1.02 0.28 -1.99
21 H 0.98 -1.44 -1.57
22 H -1.71 -3.28 0.78
23 H -3.06 -2.74 -0.50
24 H -2.94 -1.88 1.17
25 H -2.57 3.16 1.11
26 H -3.38 2.02 0.31
27 H -2.26 2.87 -0.81



*ii*
ORCA calculation (the ωB97M-V functional and the def2-TZVPD basis) on a 2-piece molecular cluster, C8H14N2O3 overall.

Computed properties:
LUMO level   0.509 eV
SMILES   C=NC1=C(O)[C@H](CO)O[C@@H]1C.C=N
Gap between HOMO and LUMO   8.65 eV

Positions of all 27 atoms, in Å:
1 C -0.71 -0.96 -2.78
2 C -1.05 -3.82 1.11
3 C 0.49 0.54 -1.30
4 C 0.64 2.00 -0.99
5 C 1.04 0.69 0.89
6 C 0.77 -0.27 -0.23
7 C -0.26 2.93 -1.70
8 C 0.21 0.41 2.17
9 N -0.54 -2.77 1.61
10 N -0.13 0.13 -2.46
11 O 0.58 1.95 0.43
12 O 1.06 -1.60 -0.26
13 O 0.36 1.34 3.22
14 H -1.44 -0.71 -3.47
15 H -0.64 -1.85 -2.17
16 H -0.52 -4.21 0.32
17 H -1.01 -2.16 2.18
18 H 1.80 2.21 -1.21
19 H 2.12 0.75 1.23
20 H 0.11 3.98 -1.79
21 H -1.25 2.99 -1.17
22 H -0.51 2.69 -2.77
23 H 0.28 -0.59 2.62
24 H -0.88 0.57 1.84
25 H 0.75 -1.97 0.58
26 H -1.96 -4.38 1.36
27 H 0.69 2.12 2.77



The data favor *ii*; the next most stable structure lies 0.0068 hartree above it.



*i*
ORCA calculation (the ωB97M-V functional and the def2-TZVPD basis) on a 2-piece molecular cluster, C8H14N2O3 overall.

Computed properties:
LUMO level (alpha / beta)   0.108 / 0.414 eV
Gap between HOMO and LUMO (alpha / beta)   8.32 / 8.88 eV

Positions of all 27 atoms, in Å:
1 C 1.45 -0.29 -1.24
2 C 0.28 -0.27 -1.87
3 C 1.32 0.08 0.23
4 C -0.83 0.15 -0.99
5 C 1.50 -1.05 1.20
6 C 2.19 1.35 0.56
7 C -1.24 1.46 -1.66
8 C -1.93 -0.87 -0.71
9 N -0.15 0.35 0.30
10 N -1.48 -0.89 2.56
11 O -1.88 -0.20 3.44
12 O -0.75 0.46 1.40
13 O -1.52 -2.05 2.38
14 H 2.48 -0.46 -1.56
15 H -0.02 -0.40 -2.92
16 H 2.50 -1.42 1.14
17 H 0.91 -1.98 1.02
18 H 1.02 -0.65 2.16
19 H 1.79 2.11 0.02
20 H 3.22 0.94 0.41
21 H 2.00 1.36 1.61
22 H -2.21 1.93 -1.27
23 H -1.37 1.40 -2.74
24 H -0.63 2.28 -1.40
25 H -2.54 -1.03 -1.51
26 H -2.58 -0.46 0.07
27 H -1.54 -1.86 -0.63



*ii*
ORCA calculation (the ωB97M-V functional and the def2-TZVPD basis) on one molecule with the formula C8H14N2O3.

Computed properties:
LUMO level   0.517 eV
SMILES   C[C@H](NC(=O)[C@@H]1CCCN1)C(=O)O
Gap between HOMO and LUMO   9.57 eV

Positions of all 27 atoms, in Å:
1 C -0.49 0.58 -0.08
2 C -0.13 -0.38 1.09
3 C -1.68 1.47 0.41
4 C -2.98 0.75 -0.12
5 C -2.49 -0.58 -0.68
6 C 2.34 -0.61 0.34
7 C 2.46 0.88 0.00
8 C 2.37 -1.53 -0.90
9 H -1.07 0.07 -1.91
10 H 0.41 1.02 -0.45
11 H -1.73 2.46 0.01
12 H -1.71 1.59 1.53
13 H -3.34 1.45 -0.92
14 H -3.85 0.60 0.49
15 H -2.65 -1.47 -0.08
16 H -3.03 -0.79 -1.62
17 H 1.13 -1.53 1.94
18 H 3.20 -0.73 0.93
19 H 2.08 -1.05 -1.80
20 H 3.41 -1.98 -1.09
21 H 1.68 -2.38 -0.74
22 H 2.03 1.10 1.76
23 N -1.07 -0.33 -1.00
24 N 1.13 -0.82 1.16
25 O -0.99 -0.88 1.76
26 O 2.68 1.38 -1.10
27 O 2.27 1.70 1.05



The data favor *ii*; the next most stable structure lies 0.2595 hartree above it.